{
  "formula": "H42O21",
  "method": "the ωB97M-V functional and the def2-TZVPD basis",
  "elements": ["O", "H", "H", "O", "H", "H", "O", "H", "H", "O", "H", "H", "O", "H", "H", "O", "H", "H", "O", "H", "H", "O", "H", "H", "O", "H", "H", "O", "H", "H", "O", "H", "H", "O", "H", "H", "O", "H", "H", "O", "H", "H", "O", "H", "H", "O", "H", "H", "O", "H", "H", "O", "H", "H", "O", "H", "H", "O", "H", "H", "O", "H", "H"],
  "positions_angstrom": [[-1.58907, 0.36507, -4.58040], [-1.63976, 1.32913, -4.62498], [-1.35124, 0.28645, -3.65247], [1.10616, -0.02183, -4.19293], [1.42118, 0.51373, -4.93133], [0.24286, 0.38927, -4.06542], [3.18129, -0.99681, -3.02636], [3.06163, -1.14445, -3.96539], [2.59771, -0.28002, -2.79975], [-0.10820, -0.37920, -2.08986], [-0.10601, 0.54230, -1.89237], [0.75923, -0.77640, -2.12496], [1.12000, -3.99222, 2.79172], [1.97651, -3.56208, 2.72390], [0.48678, -3.40234, 3.18531], [-3.86200, 0.58730, -1.86943], [-3.44015, 1.01809, -2.62107], [-3.13514, 0.06797, -1.51191], [-2.53290, -2.10557, 1.07454], [-1.95312, -2.86548, 0.99093], [-2.29985, -1.40737, 0.46409], [-0.18284, 1.97095, 2.91742], [-0.29874, 2.35230, 2.01207], [-0.12853, 1.01477, 2.88261], [-4.89357, -0.98840, 0.47557], [-5.24129, -0.63415, 1.30467], [-4.36612, -1.72028, 0.86736], [-0.42889, -4.08770, 0.43426], [-0.00241, -3.23020, 0.50043], [0.03234, -4.59900, 1.11058], [1.64367, -1.64110, 0.29097], [1.84602, -1.34900, -0.59863], [1.79675, -2.58919, 0.37660], [-1.00749, 1.83458, -1.36309], [-0.25157, 1.59096, -0.81998], [-1.68338, 1.95710, -0.66736], [1.72412, 1.82721, 0.62650], [1.51382, 0.90805, 0.81188], [1.39288, 2.35561, 1.36372], [-0.58929, 3.68996, 1.00441], [-0.09665, 4.41158, 1.40366], [-0.09723, 3.36943, 0.22516], [-3.16092, 1.48349, 0.78777], [-3.73440, 0.75743, 0.49391], [-3.62082, 2.00440, 1.43789], [2.97278, 1.74443, -2.26738], [2.55162, 0.95780, -2.62989], [3.16103, 1.48026, -1.35791], [2.91141, -1.08168, 2.62029], [2.67399, -0.83408, 1.70377], [2.73514, -0.21604, 3.01426], [4.73491, -2.21405, -0.94221], [4.39690, -1.85922, -1.76588], [4.42602, -1.52576, -0.34319], [-1.01474, 0.49501, 5.29596], [-1.89185, 0.56087, 4.88495], [-0.58143, 1.03140, 4.61858], [-0.38955, -1.74195, 3.62985], [-1.03811, -2.31094, 3.19679], [-0.99097, -1.22105, 4.18596], [0.50537, 4.27136, -1.39075], [1.06112, 3.59809, -1.81502], [-0.32500, 4.01120, -1.79841]],
  "mulliken_charge": [-0.678, 0.378, 0.259, -0.465, 0.276, 0.207, -0.633, 0.284, -0.032, -0.680, 0.532, 0.082, -0.657, 0.270, 0.441, -0.582, 0.307, 0.249, -0.660, 0.406, 0.324, -0.779, 0.304, 0.391, -0.647, 0.321, 0.342, -0.667, 0.265, 0.380, -0.403, 0.187, 0.282, -0.595, 0.313, 0.373, -0.538, 0.162, 0.285, -0.646, 0.260, 0.387, -0.500, 0.269, 0.226, -0.652, 0.677, 0.316, -0.611, 0.312, 0.319, -0.633, 0.399, 0.270, -0.680, 0.353, 0.354, -0.632, 0.369, 0.228, -0.712, 0.406, 0.317],
  "e_above_lowest_kcal_mol": 163.91,
  "largest_force_ev_per_a": 2.157,
  "lumo_ha": -0.02100,
  "e_homo_ev": -11.373,
  "charge": 0
}


{
  "formula": "C24H35NOOsP2Si",
  "method": "the ωB97M-V functional and the def2-TZVPD basis",
  "elements": ["C", "C", "C", "C", "C", "C", "C", "C", "C", "C", "C", "C", "C", "H", "H", "H", "H", "H", "H", "H", "N", "Os", "C", "H", "H", "C", "H", "H", "P", "P", "C", "H", "H", "H", "C", "H", "H", "H", "C", "H", "H", "H", "C", "H", "H", "H", "C", "O", "H", "C", "Si", "C", "C", "C", "H", "H", "H", "H", "H", "H", "H", "H", "H", "H", "H"],
  "positions_angstrom": [[-2.32886, 2.39902, -3.04147], [-1.83705, 1.19110, -2.55636], [-0.50404, 0.81635, -2.98274], [0.49237, 1.81659, -3.36194], [-0.02428, 3.14955, -3.41853], [-1.40235, 3.38540, -3.45498], [1.83319, 1.35143, -3.59003], [2.17416, 0.06020, -3.05688], [1.07417, -0.83479, -2.73189], [1.28219, -2.10181, -2.08113], [2.54591, -2.66839, -2.21378], [3.63897, -1.83535, -2.52097], [3.46543, -0.47718, -2.77854], [-3.40434, 2.61278, -3.03004], [0.66224, 4.00257, -3.49382], [-1.80415, 4.35469, -3.75934], [2.61363, 2.04994, -3.91412], [2.70398, -3.71999, -1.97817], [4.63372, -2.28945, -2.56406], [4.33397, 0.18609, -2.78651], [-0.17671, -0.48821, -3.09864], [-0.62950, -0.44462, 1.88316], [-2.66129, 0.24811, -1.68568], [-2.52782, -0.78896, -2.03177], [-3.71667, 0.54571, -1.78371], [0.15158, -2.76918, -1.34414], [-0.76247, -2.69252, -1.95523], [0.43075, -3.82848, -1.22262], [-2.52740, 0.20896, 0.21056], [-0.36642, -2.24053, 0.46550], [0.91967, -3.12014, 1.41484], [0.69461, -3.01337, 2.48359], [0.90515, -4.17708, 1.13021], [1.90322, -2.69351, 1.19535], [-1.79345, -3.38995, 0.64593], [-1.41723, -4.41853, 0.68958], [-2.33935, -3.17400, 1.57019], [-2.47421, -3.29944, -0.20560], [-2.96515, 1.91248, 0.62670], [-3.92189, 2.10771, 0.12232], [-3.06643, 2.00262, 1.71711], [-2.19515, 2.60066, 0.25587], [-3.92994, -0.79021, 0.75563], [-3.87275, -0.96747, 1.84036], [-4.82121, -0.19310, 0.51477], [-3.95117, -1.74425, 0.21661], [-1.42866, -0.79969, 3.52158], [-1.99086, -1.10462, 4.51462], [-0.86724, 0.14143, 0.42038], [2.34344, -0.22225, 3.58463], [1.72262, 1.35360, 2.77348], [0.47816, 2.21313, 3.88341], [3.18702, 2.55382, 2.58535], [0.91038, 0.91201, 1.16053], [2.88214, 0.10913, 4.48504], [3.03203, -0.78143, 2.93276], [1.51586, -0.88802, 3.88319], [1.04097, 2.49888, 4.78503], [0.07470, 3.11864, 3.40613], [-0.36196, 1.55743, 4.16855], [3.98330, 2.14059, 1.94579], [2.86641, 3.52421, 2.17284], [3.58424, 2.70939, 3.60354], [1.52491, 0.34856, 0.43806], [0.46490, 1.77377, 0.63950]],
  "lowdin_spin": [0.006, -0.003, 0.003, -0.001, 0.009, -0.004, 0.015, 0.000, 0.003, -0.002, 0.015, -0.003, 0.021, 0.000, 0.000, 0.000, 0.001, 0.001, 0.000, 0.001, -0.002, 2.191, 0.028, 0.000, 0.005, 0.053, 0.001, 0.006, 0.125, 0.202, 0.069, 0.009, 0.012, 0.001, 0.052, 0.007, 0.003, 0.001, 0.024, 0.005, 0.001, 0.000, 0.021, 0.001, 0.005, 0.000, 0.260, 0.196, 0.065, 0.030, 0.084, 0.028, 0.044, 0.317, 0.002, 0.001, 0.015, 0.002, 0.000, 0.014, 0.000, 0.000, 0.006, 0.037, 0.019],
  "largest_force_ev_per_a": 7.606,
  "multiplicity": 5,
  "lumo_ha": [-0.24318, -0.34550],
  "e_homo_ev": [-13.275, -13.278],
  "charge": 2
}


{
  "formula": "C32H37Cl2FI2MnN2O2",
  "method": "the ωB97M-V functional and the def2-TZVPD basis",
  "elements": ["C", "C", "C", "C", "C", "C", "C", "C", "C", "C", "C", "C", "N", "C", "C", "I", "C", "C", "I", "C", "O", "C", "C", "N", "C", "C", "C", "F", "C", "C", "C", "C", "Cl", "C", "C", "Cl", "C", "C", "C", "C", "O", "H", "H", "H", "H", "H", "H", "H", "H", "H", "H", "H", "H", "H", "H", "H", "H", "H", "H", "H", "H", "H", "H", "H", "H", "H", "H", "H", "H", "H", "H", "H", "H", "H", "H", "H", "H", "H", "Mn"],
  "positions_angstrom": [[0.43755, -2.59634, 5.40962], [-0.00568, -1.52208, 4.75477], [-1.41520, -1.48098, 4.21895], [-1.58857, -0.80138, 2.87471], [-1.01509, -1.32857, 1.70580], [-0.17033, -2.58263, 1.71901], [-0.90738, -3.89288, 2.05415], [-1.92285, -4.34478, 0.99261], [-3.24968, -3.56852, 1.06294], [-1.24068, -0.60803, 0.52346], [-1.99288, 0.53858, 0.49977], [-2.59300, 1.07227, 1.65333], [-3.36932, 2.23594, 1.59342], [-2.36150, 0.38593, 2.84372], [-2.96898, 0.93562, 4.08357], [-5.00852, 0.41820, 4.46883], [-2.25869, 1.70102, 4.93483], [-0.85857, 2.15078, 4.71102], [-3.01107, 2.39016, 6.81664], [-2.13842, 1.22806, -0.83286], [-3.15816, 1.74450, -1.20596], [-0.90084, 1.18995, -1.67030], [-0.49894, 2.27775, -2.51026], [-1.30357, 3.40661, -2.60492], [0.72193, 2.23883, -3.26540], [0.99741, 3.48918, -4.08263], [1.52100, 4.66120, -3.22629], [1.78334, 3.25725, -5.17871], [1.52846, 1.11687, -3.18091], [2.84961, 1.06845, -3.91992], [3.84706, 2.18944, -3.55139], [4.77059, 1.95275, -2.37459], [3.95469, 2.34929, -0.82004], [1.08266, -0.01596, -2.39431], [1.83056, -1.31993, -2.32909], [3.45141, -1.11855, -1.58978], [1.84585, -2.03780, -3.71700], [3.11579, -2.79448, -4.05796], [-0.14540, 0.07195, -1.64801], [-0.70027, -1.04006, -0.81311], [-0.77346, -2.18597, -1.16817], [-0.10802, -3.52360, 5.27977], [1.30176, -2.57338, 6.05570], [0.65846, -0.68795, 4.56824], [-1.83799, -2.48321, 4.26178], [-1.97746, -0.81792, 4.87932], [0.62185, -2.46166, 2.45838], [0.34062, -2.72501, 0.77643], [-0.13687, -4.66567, 2.08106], [-1.35103, -3.89205, 3.04657], [-1.42947, -4.23368, 0.03295], [-2.10957, -5.40147, 1.17240], [-3.33444, -2.97350, 1.97082], [-3.29585, -2.86477, 0.22884], [-4.10751, -4.22328, 0.94794], [-3.96652, 2.36514, 2.39680], [-2.83751, 3.07352, 1.40065], [-0.19335, 1.71968, 5.45742], [-0.48450, 1.88512, 3.72500], [-0.76899, 3.23005, 4.82268], [-1.79013, 3.43560, -3.50095], [-1.95995, 3.49092, -1.83692], [0.03413, 3.81661, -4.47415], [2.29916, 5.20826, -3.74656], [1.88179, 4.29056, -2.26796], [0.68101, 5.30700, -2.99242], [2.61704, 1.22312, -4.97098], [3.32261, 0.09848, -3.86013], [4.47198, 2.44707, -4.40293], [3.28740, 3.08292, -3.31001], [5.58951, 2.66168, -2.43834], [5.20161, 0.96045, -2.33768], [1.34155, -1.99055, -1.64878], [0.97056, -2.68343, -3.73583], [1.66007, -1.27963, -4.47776], [3.42819, -3.47146, -3.26934], [3.92461, -2.14475, -4.37487], [2.89312, -3.42321, -4.92073], [-3.01871, -0.60764, 6.22407]],
  "lowdin_spin": [0.012, -0.001, 0.017, 0.001, 0.001, 0.000, 0.000, 0.000, 0.000, -0.001, 0.000, 0.001, 0.000, -0.001, -0.005, 0.015, 0.006, -0.001, 0.005, 0.004, 0.017, 0.099, 0.180, 0.231, 0.058, 0.008, 0.006, 0.002, 0.008, -0.004, -0.002, 0.000, 0.000, 0.238, 0.020, 0.032, 0.017, 0.005, 0.053, 0.001, 0.002, 0.000, 0.001, 0.000, 0.003, 0.002, 0.000, 0.000, 0.000, 0.000, 0.000, 0.000, 0.000, 0.000, 0.000, 0.000, 0.000, -0.001, 0.000, 0.000, 0.015, 0.002, 0.004, 0.000, 0.000, 0.001, -0.001, 0.000, 0.000, 0.000, 0.000, 0.000, 0.000, 0.000, 0.001, 0.000, 0.000, 0.001, 3.947],
  "e_above_lowest_kcal_mol": 0.00,
  "largest_force_ev_per_a": 1.550,
  "multiplicity": 6,
  "lumo_ha": [-0.22805, -0.33042],
  "e_homo_ev": [-13.862, -12.163],
  "charge": 2
}


{
  "formula": "C2H4OS2",
  "method": "the ωB97M-V functional and the def2-TZVPD basis",
  "elements": ["C", "C", "S", "O", "S", "H", "H", "H", "H"],
  "positions_angstrom": [[1.75190, -0.26645, 0.15539], [0.66920, 0.13616, 0.74311], [-0.72366, 0.78094, -0.33192], [-1.51435, 1.89350, 0.16930], [-1.93761, -1.05496, -0.02362], [2.35272, -0.64935, 0.97493], [1.85893, -0.17728, -0.96406], [-1.21864, 0.91559, -1.72243], [-1.23848, -1.57817, 0.99930]],
  "mulliken_charge": [-0.569, -0.154, 0.454, -0.500, -0.190, 0.292, 0.239, 0.219, 0.210],
  "e_above_lowest_kcal_mol": 126.43,
  "largest_force_ev_per_a": 3.293,
  "smiles": "C=C=[S@H](=O)S",
  "lumo_ha": [-0.01865, -0.01865],
  "e_homo_ev": [-9.548, -9.549],
  "charge": 0
}